Entry 1:
DFT (the ωB97M-V functional and the def2-TZVPD basis) results for a structure of composition C29H46MnN9O2.

Each line ends with the Löwdin charge.
Element x y z (Å)
Mn1 0.156 0.800 -0.599  0.979
C1 3.116 1.664 -1.467  -0.043
N1 3.443 0.679 -0.458  -0.148
C2 4.008 1.240 0.751  -0.035
C3 2.850 -0.547 -0.427  -0.371
N2 1.665 -0.738 -0.978  0.066
C4 1.363 -2.043 -1.404  -0.228
C5 2.331 -2.741 -2.107  -0.033
C6 2.242 -4.121 -2.295  -0.067
C7 1.237 -4.818 -1.683  -0.035
C8 0.177 -4.136 -1.048  -0.166
C9 -0.852 -4.851 -0.398  -0.031
C10 -1.922 -4.190 0.138  -0.068
C11 -2.071 -2.821 -0.088  -0.042
C12 -1.089 -2.075 -0.716  -0.261
N3 -1.391 -0.742 -1.044  0.071
C13 -2.507 -0.486 -1.700  -0.354
N4 -3.139 0.717 -1.550  -0.147
C14 -2.854 1.539 -0.396  -0.056
C15 -3.567 1.479 -2.708  -0.038
N5 -3.135 -1.365 -2.526  -0.135
C16 -2.484 -2.479 -3.171  -0.022
C17 -4.569 -1.349 -2.722  -0.045
C18 0.148 -2.710 -1.055  -0.073
N6 3.582 -1.516 0.197  -0.150
C19 3.014 -2.648 0.885  -0.028
C20 5.025 -1.535 0.106  -0.042
H1 4.039 2.038 -1.921  0.102
H2 2.587 2.516 -1.027  0.070
H3 2.502 1.211 -2.251  0.094
H4 3.350 2.033 1.119  0.095
H5 4.994 1.661 0.555  0.099
H6 4.093 0.478 1.520  0.089
H7 3.203 -2.213 -2.465  0.123
H8 3.009 -4.629 -2.860  0.111
H9 1.229 -5.896 -1.692  0.115
H10 -0.772 -5.924 -0.337  0.115
H11 -2.682 -4.721 0.689  0.109
H12 -2.985 -2.326 0.207  0.123
H13 -2.537 0.898 0.433  0.082
H14 -3.768 2.065 -0.113  0.100
H15 -2.075 2.291 -0.603  0.072
H16 -3.625 0.853 -3.589  0.089
H17 -2.842 2.271 -2.901  0.083
H18 -4.546 1.928 -2.532  0.099
H19 -1.409 -2.322 -3.211  0.100
H20 -2.866 -2.556 -4.191  0.101
H21 -2.691 -3.420 -2.651  0.099
H22 -5.035 -0.601 -2.088  0.092
H23 -4.973 -2.330 -2.457  0.099
H24 -4.826 -1.149 -3.766  0.096
H25 1.939 -2.536 0.982  0.083
H26 3.450 -2.707 1.886  0.102
H27 3.229 -3.583 0.362  0.097
H28 5.372 -0.739 -0.548  0.097
H29 5.342 -2.494 -0.314  0.099
H30 5.498 -1.422 1.085  0.095
C21 -1.432 4.012 3.836  -0.146
C22 -0.642 4.356 2.583  -0.173
N7 -0.113 3.150 1.986  0.086
C23 -0.156 1.910 2.509  -0.373
N8 0.091 0.892 1.707  0.001
C24 0.190 -0.429 2.328  -0.229
C25 -0.744 -0.578 3.526  -0.149
C26 -0.431 0.532 4.516  -0.150
N9 -0.453 1.802 3.830  -0.049
C27 -0.612 3.000 4.627  -0.142
H31 -2.389 3.561 3.568  0.121
H32 -1.628 4.904 4.426  0.119
H33 0.189 5.029 2.830  0.123
H34 -1.273 4.861 1.847  0.123
H35 0.166 3.209 1.009  0.075
H36 1.227 -0.607 2.649  0.113
H37 -0.062 -1.177 1.568  0.084
H38 -0.609 -1.551 3.996  0.119
H39 -1.777 -0.489 3.187  0.119
H40 0.551 0.364 4.982  0.133
H41 -1.179 0.557 5.315  0.126
H42 0.367 3.426 4.879  0.135
H43 -1.116 2.723 5.555  0.125
C28 0.130 4.530 -2.640  0.020
C29 0.128 3.226 -1.883  -0.706
O1 -0.378 2.197 -2.390  -0.065
O2 0.622 3.181 -0.721  -0.125
H44 0.453 4.361 -3.665  0.088
H45 0.790 5.240 -2.152  0.082
H46 -0.882 4.932 -2.666  0.088

Results
<S²>	8.754
HOMO level (alpha / beta)	-9.7915 / -9.8321	eV
net charge	+1
spin multiplicity	6
HOMO-LUMO gap (alpha / beta)	0.290 / 0.291	hartree
strongest force on any atom	0.019	Eh/bohr

Entry 2:
DFT (the ωB97M-V functional and the def2-TZVPD basis) results for a cluster of 3 separate species, C29H47BrClN6O10P3 in total at a distorted geometry.

Each line ends with the Löwdin charge.
Element x y z (Å)
O1 -0.677 -5.728 -3.049  0.134
C1 -0.097 -4.683 -3.133  -0.478
O2 0.163 -4.132 -4.390  0.074
C2 0.395 -3.981 -1.827  -0.007
C3 0.249 -2.429 -1.847  -0.082
C4 -0.950 -1.777 -1.929  -0.138
C5 -2.325 -2.557 -1.965  -0.046
C6 -2.606 -3.013 -0.475  -0.725
O3 -3.241 -3.974 -0.191  0.037
Br1 -1.927 -1.940 1.046  0.764
C7 -0.887 -0.209 -1.979  -0.356
O4 -1.732 0.491 -1.492  0.080
C8 0.354 0.384 -2.742  -0.218
P1 0.050 1.932 -3.750  0.679
O5 1.102 2.009 -5.047  -0.334
Cl1 -1.840 1.546 -4.654  0.188
C9 1.552 -0.274 -2.647  -0.155
O6 2.636 0.228 -3.361  0.013
C10 3.840 0.209 -2.604  -0.374
O7 3.976 0.897 -1.644  0.187
C11 4.938 -0.757 -3.137  -0.106
C12 5.140 -0.742 -4.594  -0.024
C13 6.107 -1.626 -5.222  -0.068
C14 6.889 -2.553 -4.392  -0.065
C15 6.687 -2.528 -2.945  -0.064
C16 5.712 -1.642 -2.289  -0.003
C17 1.561 -1.558 -1.777  -0.210
O8 2.445 -1.919 -1.044  0.152
H1 -0.298 -3.270 -4.414  0.112
H2 -0.196 -4.347 -0.940  0.141
H3 1.457 -4.310 -1.649  0.146
H4 -2.309 -3.416 -2.678  0.127
H5 -3.111 -1.789 -2.200  0.140
H6 1.446 1.134 -5.306  0.055
H7 4.541 -0.055 -5.244  0.113
H8 6.204 -1.563 -6.334  0.102
H9 7.602 -3.237 -4.898  0.099
H10 7.295 -3.233 -2.324  0.101
H11 5.570 -1.651 -1.184  0.122
O9 -0.472 -4.081 4.100  -0.314
P2 -1.065 -5.208 4.940  0.735
N1 -2.690 -4.830 4.535  -0.338
C18 -3.784 -4.490 5.421  -0.133
C19 -3.091 -5.071 3.153  -0.141
N2 -0.630 -4.501 6.456  -0.316
C20 -1.542 -4.248 7.559  -0.145
C21 0.359 -3.423 6.425  -0.146
N3 -1.604 -6.626 5.853  -0.271
C22 -0.402 -7.445 6.185  -0.143
C23 -2.542 -7.576 5.235  -0.131
H12 -3.867 -5.169 6.275  0.063
H13 -4.753 -4.542 4.918  0.079
H14 -3.686 -3.467 5.795  0.073
H15 -3.148 -6.148 2.937  0.065
H16 -2.369 -4.636 2.459  0.030
H17 -4.058 -4.634 2.909  0.080
H18 -2.140 -3.346 7.393  0.074
H19 -0.983 -4.098 8.488  0.077
H20 -2.204 -5.087 7.761  0.066
H21 -0.088 -2.486 6.067  0.085
H22 1.201 -3.678 5.787  0.068
H23 0.772 -3.239 7.422  0.077
H24 0.079 -7.826 5.280  0.078
H25 -0.666 -8.293 6.821  0.079
H26 0.339 -6.860 6.730  0.072
H27 -2.162 -7.973 4.289  0.086
H28 -3.527 -7.149 5.060  0.070
H29 -2.719 -8.414 5.916  0.087
O10 -0.168 8.347 -3.987  -0.305
P3 -0.017 8.080 -2.493  0.733
N4 -0.319 6.396 -2.632  -0.338
C24 -1.354 5.610 -1.990  -0.128
C25 0.697 5.601 -3.311  -0.141
N5 -1.456 8.928 -2.050  -0.317
C26 -2.539 8.385 -1.247  -0.146
C27 -2.037 9.819 -3.055  -0.148
N6 0.307 7.897 -0.763  -0.271
C28 0.899 9.173 -0.267  -0.144
C29 1.234 6.852 -0.301  -0.131
H30 -1.444 5.816 -0.920  0.064
H31 -1.161 4.537 -2.061  0.063
H32 -2.326 5.778 -2.462  0.075
H33 1.611 5.520 -2.705  0.065
H34 0.976 6.059 -4.264  0.073
H35 0.360 4.590 -3.537  0.001
H36 -3.192 7.731 -1.834  0.074
H37 -3.162 9.194 -0.852  0.076
H38 -2.186 7.847 -0.369  0.066
H39 -2.560 9.250 -3.834  0.085
H40 -1.275 10.437 -3.522  0.068
H41 -2.757 10.508 -2.601  0.076
H42 1.866 9.371 -0.741  0.077
H43 1.045 9.147 0.816  0.079
H44 0.250 10.022 -0.478  0.072
H45 2.219 6.942 -0.769  0.086
H46 0.861 5.845 -0.474  0.071
H47 1.357 6.921 0.783  0.087

Results
SMILES	O=C(O)CC1=C(CC(=O)Br)C(=O)C(P(O)Cl)=C(OC(=O)c2ccccc2)C1=O.CN(C)P(=O)(N(C)C)N(C)C.CN(C)P(=O)(N(C)C)N(C)C
HOMO level	-7.6959	eV
spin multiplicity	1
HOMO-LUMO gap	0.221	hartree
strongest force on any atom	0.162	Eh/bohr

| no. | molar mass (g mol⁻¹) |
| --- | --- |
| 1 | 607.69 |
| 2 | 848.01 |